Model a:
Density functional theory data (ωB97M-V/def2-TZVPD) for a 2-piece molecular cluster, C2H2Br3P overall.

Values from the calculation:
HOMO energy (alpha / beta): -8.851 / -8.644 eV
LUMO (alpha / beta): -0.0652 / -0.0277 Ha
spin multiplicity: 1
gap between HOMO and LUMO (alpha / beta): 7.08 / 7.89 eV

CARTESIAN COORDINATES (ANGSTROEM)
C -0.963 0.217 0.411
C -1.084 -0.928 -0.199
P 1.472 1.048 -1.458
Br -1.017 -2.737 0.313
Br 1.924 -1.060 -0.852
Br 1.522 2.123 0.563
H -0.345 0.277 1.256
H -1.510 1.059 -0.033

=====

Model b:
Density functional theory data (ωB97M-V/def2-TZVPD) for C2H2Br3P as an isolated structure.

Values from the calculation:
HOMO energy (alpha / beta): -9.635 / -8.747 eV
LUMO (alpha / beta): -0.0562 / -0.1435 Ha
spin multiplicity: 1
gap between HOMO and LUMO (alpha / beta): 8.11 / 4.84 eV

CARTESIAN COORDINATES (ANGSTROEM)
C -0.617 -0.308 0.027
C 0.163 0.675 -0.758
P -1.549 0.222 -1.383
Br 1.633 -0.004 -1.869
Br 0.705 2.373 -0.014
Br 1.025 -1.942 2.678
H -0.281 -1.230 0.289
H -1.079 0.213 1.030

=====

Most stable pick: model a. Distance to second place: 0.0194 hartree.

=====

Model a:
Density functional theory data (ωB97M-V/def2-TZVPD) for an isolated ion of composition C2H6INOP and charge +1.

Values from the calculation:
structure (SMILES): IPO[C@@H]1C[NH2+]1
HOMO energy: -13.240 eV
charge: +1
LUMO: -0.1647 Ha
spin multiplicity: 1
gap between HOMO and LUMO: 8.76 eV

CARTESIAN COORDINATES (ANGSTROEM)
C -0.236 0.376 -0.819
C 0.417 1.360 0.045
N -1.037 1.031 0.258
O 0.004 -1.015 -0.782
P 1.070 -2.686 -0.410
I 1.925 -2.272 1.775
H 1.116 1.013 0.791
H 0.622 2.417 -0.263
H -1.774 1.678 -0.211
H -0.626 0.801 -1.762
H -1.310 0.680 1.278
H -0.169 -3.383 0.099

=====

Model b:
Density functional theory data (ωB97M-V/def2-TZVPD) for an isolated ion of composition C2H6INOP and charge +1.

Values from the calculation:
structure (SMILES): [NH3+]CC(=O)PI
HOMO energy: -12.844 eV
charge: +1
LUMO: -0.1561 Ha
spin multiplicity: 1
gap between HOMO and LUMO: 8.60 eV

CARTESIAN COORDINATES (ANGSTROEM)
C 0.318 -1.474 0.302
C -0.683 -0.494 -0.094
N -0.158 0.711 -0.837
O 0.281 -2.249 1.239
P 2.247 -1.406 -0.718
I 3.180 0.389 0.498
H -1.380 -1.065 -0.685
H -1.171 -0.147 0.814
H -0.560 0.700 -1.838
H 0.857 0.545 -1.024
H -0.403 1.570 -0.221
H 2.516 -2.325 0.283

=====

Most stable pick: model b. Distance to second place: 0.0364 hartree.

=====

Model a:
Density functional theory data (ωB97M-V/def2-TZVPD) for C3HCl2N as an isolated structure.

Values from the calculation:
HOMO energy: -8.956 eV
LUMO: -0.0220 Ha
spin multiplicity: 1
gap between HOMO and LUMO: 8.36 eV

CARTESIAN COORDINATES (ANGSTROEM)
C 1.168 0.072 0.245
C -0.359 -0.084 0.574
C -0.558 0.049 -0.750
N 0.949 0.323 -0.982
Cl -1.367 -0.545 1.944
Cl -1.856 0.221 -1.869
H 2.022 -0.037 0.837

=====

Model b:
Density functional theory data (ωB97M-V/def2-TZVPD) for a single C3HCl2N molecule.

Values from the calculation:
structure (SMILES): N#C/C(Cl)=C\Cl
HOMO energy: -10.177 eV
LUMO: -0.0120 Ha
spin multiplicity: 1
gap between HOMO and LUMO: 9.85 eV

CARTESIAN COORDINATES (ANGSTROEM)
C -0.330 -0.858 0.176
C 0.525 0.044 -0.071
C 0.204 1.418 -0.016
H -0.228 -1.907 0.153
N -0.468 2.419 -0.036
Cl -1.932 -0.653 -0.114
Cl 2.229 -0.464 -0.091

=====

Most stable pick: model b. Distance to second place: 0.0629 hartree.

=====

Model a:
Density functional theory data (ωB97M-V/def2-TZVPD) for a single C4H7P molecule.

Values from the calculation:
structure (SMILES): CC1=C[C@@H]1P
HOMO energy: -7.990 eV
LUMO: 0.0301 Ha
spin multiplicity: 1
gap between HOMO and LUMO: 8.81 eV

CARTESIAN COORDINATES (ANGSTROEM)
C 0.365 -1.254 -0.842
C 0.779 -0.354 -0.005
C -0.568 -0.843 0.265
C 1.659 0.852 0.126
P -2.350 0.393 -0.373
H 0.337 -2.138 -1.424
H -0.955 -1.359 1.115
H 2.699 0.496 0.146
H 1.424 1.438 0.948
H 1.323 1.459 -0.783
H -1.722 1.587 0.101
H -2.992 -0.277 0.726

=====

Model b:
Density functional theory data (ωB97M-V/def2-TZVPD) for a 2-piece molecular cluster, C4H7P overall.

Values from the calculation:
HOMO energy: -9.243 eV
LUMO: -0.0214 Ha
spin multiplicity: 1
gap between HOMO and LUMO: 8.66 eV

CARTESIAN COORDINATES (ANGSTROEM)
C 1.315 0.491 0.174
C 0.210 0.987 0.131
C 2.773 0.333 0.028
C -2.270 -0.654 -0.514
P -2.248 0.934 0.485
H 2.946 -0.826 0.040
H 3.155 0.592 -1.038
H 3.408 0.677 0.812
H -1.894 -0.376 -1.448
H -3.239 -1.021 -0.596
H -1.749 -1.550 0.043
H -2.406 0.413 1.884

=====

Most stable pick: model a. Distance to second place: 0.0143 hartree.

=====

Model a:
Density functional theory data (ωB97M-V/def2-TZVPD) for C39H66BCdN10SSi as an isolated structure.

Values from the calculation:
HOMO energy (alpha / beta): -1.137 / -1.138 eV
charge: -1
LUMO (alpha / beta): 0.0824 / 0.0824 Ha
spin multiplicity: 1
gap between HOMO and LUMO (alpha / beta): 3.38 / 3.38 eV

CARTESIAN COORDINATES (ANGSTROEM)
Cd 0.678 -0.551 -0.858
C -1.400 -2.577 -4.713
C -0.866 -2.291 -3.309
N 0.068 -1.397 -3.074
N 0.644 -0.805 -4.155
C 1.861 -0.303 -3.948
N 2.418 0.311 -5.022
S 2.654 -0.371 -2.405
C -1.289 -3.195 -2.244
C -1.876 -4.430 -2.457
C -2.083 -5.301 -1.404
C -1.611 -4.993 -0.134
C -0.972 -3.749 -0.019
N -0.852 -2.873 -1.010
H -1.016 -1.791 -5.355
H -2.481 -2.597 -4.720
H -1.018 -3.557 -5.092
H 1.777 0.466 -5.803
H 3.302 0.781 -4.979
H -2.168 -4.785 -3.460
H -2.589 -6.236 -1.535
H -1.631 -5.756 0.666
H -0.696 -3.390 0.983
C 1.358 2.974 -2.577
C 2.346 3.293 -1.437
C 3.834 3.074 -1.805
C 2.063 2.738 -0.088
C 2.635 3.251 1.092
C 2.140 2.474 2.126
C 2.597 2.575 3.578
C 1.555 2.662 4.652
C 3.754 1.572 3.848
N 1.369 1.518 1.572
N 1.225 1.774 0.175
B 0.609 0.359 2.305
N 1.365 -1.091 2.271
N 1.491 -1.728 1.010
C 2.341 -2.730 1.167
C 2.776 -2.770 2.519
C 2.112 -1.747 3.155
C 2.158 -1.625 4.640
C 1.171 -2.615 5.252
C 3.578 -2.020 5.069
C 2.788 -3.568 0.038
C 4.295 -3.350 -0.215
C 2.511 -5.059 0.304
N -0.826 0.186 1.784
N -1.071 0.484 0.365
C -2.390 0.725 0.252
C -3.051 0.619 1.522
C -2.028 0.242 2.425
C -2.469 -0.356 3.713
C -1.687 0.161 4.890
C -2.531 -1.874 3.655
C -3.071 1.223 -0.966
C -2.568 0.434 -2.185
C -4.593 1.038 -0.800
H 1.348 3.874 -3.209
H 0.371 2.761 -2.156
H 1.680 2.151 -3.247
H 2.327 4.394 -1.206
H 4.085 2.011 -1.922
H 4.422 3.503 -1.010
H 4.014 3.591 -2.812
H 3.255 4.108 1.196
H 3.094 3.578 3.584
H 0.971 1.775 4.771
H 0.852 3.463 4.352
H 2.021 2.907 5.643
H 3.547 0.638 3.319
H 3.931 1.352 4.958
H 4.685 2.045 3.454
H 0.663 0.683 3.517
H 3.482 -3.497 2.929
H 1.951 -0.570 4.948
H 1.334 -3.606 4.941
H 0.143 -2.370 4.933
H 1.072 -2.516 6.348
H 3.765 -3.072 5.022
H 3.782 -1.616 6.106
H 4.328 -1.560 4.401
H 2.248 -3.248 -0.838
H 4.817 -3.430 0.747
H 4.504 -2.366 -0.671
H 4.692 -4.129 -0.851
H 2.882 -5.407 1.271
H 2.932 -5.670 -0.518
H 1.468 -5.314 0.283
H -4.056 0.894 1.817
H -3.505 -0.022 3.823
H -0.635 -0.217 4.899
H -2.180 -0.010 5.848
H -1.615 1.294 4.782
H -1.560 -2.301 3.377
H -3.308 -2.213 2.982
H -2.769 -2.258 4.662
H -2.991 2.296 -1.039
H -1.538 0.163 -2.012
H -2.634 1.173 -3.170
H -3.103 -0.504 -2.428
H -4.793 0.008 -0.748
H -5.203 1.432 -1.610
H -4.950 1.608 0.038
C -4.525 2.973 -5.813
Si -3.609 3.627 -4.215
C -2.555 5.096 -4.721
C -4.558 4.241 -2.657
C -2.424 2.202 -3.788
H -5.283 3.744 -6.107
H -4.958 1.987 -5.626
H -3.811 2.926 -6.627
H -3.187 5.982 -4.950
H -1.786 4.889 -5.491
H -2.019 5.299 -3.778
H -5.130 5.153 -2.931
H -3.833 4.464 -1.901
H -5.272 3.479 -2.254
H -1.880 1.956 -4.727
H -1.638 2.727 -3.176

=====

Model b:
Density functional theory data (ωB97M-V/def2-TZVPD) for C39H66BCdN10SSi as an isolated structure.

Values from the calculation:
HOMO energy: -4.780 eV
charge: -1
LUMO: 0.0855 Ha
spin multiplicity: 1
gap between HOMO and LUMO: 7.11 eV

CARTESIAN COORDINATES (ANGSTROEM)
Cd -0.624 -1.550 0.998
C -3.985 -4.269 3.196
C -3.320 -3.430 2.193
N -2.027 -3.247 2.159
N -1.417 -4.153 2.912
C -0.063 -4.209 3.022
N 0.350 -5.036 3.958
S 1.189 -3.191 2.278
C -4.078 -2.726 1.194
C -5.348 -3.031 0.785
C -5.982 -2.321 -0.277
C -5.250 -1.248 -0.811
C -4.125 -0.830 -0.173
N -3.527 -1.543 0.831
H -3.485 -4.118 4.234
H -3.948 -5.348 3.011
H -5.045 -4.065 3.375
H -0.391 -5.493 4.555
H 1.304 -4.997 4.299
H -5.778 -3.930 1.236
H -6.970 -2.625 -0.617
H -5.449 -0.814 -1.757
H -3.669 0.109 -0.390
C 4.368 -2.121 -1.113
C 4.991 -0.803 -0.542
C 6.238 -1.008 0.336
C 4.041 0.139 0.148
C 4.284 1.015 1.245
C 3.102 1.757 1.399
C 2.762 2.778 2.468
C 3.259 2.120 3.778
C 3.418 4.171 2.320
N 2.258 1.356 0.352
N 2.849 0.372 -0.396
B 0.932 2.039 -0.185
N -0.258 1.679 0.683
N -0.296 0.564 1.634
C -1.197 0.880 2.613
C -1.961 2.003 2.171
C -1.272 2.546 1.070
C -1.582 3.908 0.557
C -1.822 4.819 1.732
C -2.865 3.782 -0.325
C -1.294 0.389 4.024
C -2.580 -0.360 4.252
C -0.084 -0.329 4.636
N 0.668 2.086 -1.809
N -0.523 1.600 -2.312
C -0.566 1.805 -3.616
C 0.660 2.456 -3.994
C 1.426 2.621 -2.854
C 2.802 3.255 -2.970
C 3.467 2.510 -4.149
C 3.632 3.222 -1.710
C -1.783 1.566 -4.403
C -1.425 1.278 -5.853
C -2.624 0.437 -3.846
H 5.178 -2.779 -1.429
H 3.698 -2.645 -0.396
H 3.678 -1.984 -1.988
H 5.254 -0.196 -1.433
H 5.940 -1.256 1.369
H 6.858 -1.859 -0.073
H 6.892 -0.137 0.426
H 5.103 0.884 1.927
H 1.706 2.875 2.473
H 4.360 2.293 3.882
H 2.788 2.510 4.676
H 2.952 1.047 3.795
H 4.509 4.021 2.402
H 3.255 4.636 1.318
H 3.133 4.840 3.140
H 1.158 3.246 0.090
H -2.915 2.332 2.584
H -0.736 4.252 -0.096
H -2.782 4.619 2.136
H -1.123 4.738 2.574
H -1.825 5.860 1.333
H -3.686 3.400 0.268
H -3.029 4.802 -0.604
H -2.710 3.285 -1.329
H -1.358 1.340 4.604
H -2.557 -1.355 3.853
H -2.797 -0.428 5.348
H -3.409 0.097 3.767
H 0.411 -1.045 3.999
H 0.630 0.472 4.986
H -0.398 -0.937 5.559
H 1.029 2.620 -4.997
H 2.599 4.319 -3.241
H 3.024 1.479 -4.186
H 3.241 3.000 -5.132
H 4.594 2.389 -3.975
H 3.140 3.710 -0.890
H 3.859 2.219 -1.407
H 4.598 3.746 -1.949
H -2.231 2.586 -4.415
H -0.808 0.362 -5.858
H -2.390 1.164 -6.431
H -0.864 2.059 -6.285
H -1.972 -0.463 -3.928
H -2.847 0.621 -2.780
H -3.481 0.252 -4.483
C -2.458 -4.123 -1.615
Si -0.648 -3.612 -2.069
C 0.501 -4.961 -1.384
C -0.417 -3.463 -3.939
C -0.359 -1.939 -1.203
H -2.748 -4.921 -2.336
H -3.197 -3.259 -1.880
H -2.446 -4.469 -0.581
H 0.195 -5.919 -1.876
H 0.195 -5.085 -0.300
H 1.598 -4.799 -1.455
H -1.041 -4.070 -4.612
H 0.641 -3.718 -4.218
H -0.529 -2.426 -4.161
H 0.683 -1.554 -1.460
H -1.022 -1.134 -1.665

=====

Most stable pick: model b. Distance to second place: 0.0711 hartree.

=====

Model a:
Density functional theory data (ωB97M-V/def2-TZVPD) for a single C14H22N2O2 molecule.

Values from the calculation:
structure (SMILES): CCCC(O)(CCC)C(=O)NNc1ccccc1
HOMO energy: -8.196 eV
LUMO: 0.0269 Ha
spin multiplicity: 1
gap between HOMO and LUMO: 8.93 eV

CARTESIAN COORDINATES (ANGSTROEM)
C -4.255 -2.518 -0.020
H -3.689 -3.277 -0.556
C -3.347 -1.369 0.404
C -2.723 -0.692 -0.812
H -3.495 -0.189 -1.398
H -2.267 -1.447 -1.457
C -1.638 0.359 -0.493
C -2.173 1.442 0.458
C -1.355 2.736 0.503
C 0.092 2.538 0.946
H 0.125 1.994 1.886
H 0.670 1.974 0.216
H 0.578 3.501 1.085
H -1.848 3.403 1.214
H -1.385 3.241 -0.468
H -3.195 1.690 0.162
H -2.194 1.003 1.456
C -0.466 -0.383 0.169
O -0.418 -0.671 1.349
N 0.492 -0.744 -0.708
N 1.575 -1.539 -0.328
C 2.825 -0.929 -0.198
C 3.796 -1.533 0.599
C 5.070 -1.005 0.665
C 5.396 0.135 -0.053
C 4.434 0.740 -0.842
C 3.157 0.214 -0.921
H 2.416 0.695 -1.543
H 4.676 1.630 -1.403
H 6.391 0.548 0.006
H 5.812 -1.482 1.288
H 3.541 -2.418 1.164
H 1.319 -2.100 0.482
H 0.345 -0.599 -1.699
O -1.242 0.878 -1.755
H -0.767 1.704 -1.607
H -3.932 -0.643 0.971
H -2.562 -1.745 1.059
H -5.048 -2.159 -0.672
H -4.710 -2.982 0.851

=====

Model b:
Density functional theory data (ωB97M-V/def2-TZVPD) for a single C14H22N2O2 molecule.

Values from the calculation:
structure (SMILES): COc1ccc(C(=O)NC[C@@H](C)CN(C)C)cc1
HOMO energy: -8.381 eV
LUMO: 0.0268 Ha
spin multiplicity: 1
gap between HOMO and LUMO: 9.11 eV

CARTESIAN COORDINATES (ANGSTROEM)
C -5.790 -0.724 -0.804
H -5.269 -1.641 -1.099
O -5.156 -0.095 0.283
C -3.876 0.340 0.131
C -3.118 0.201 -1.027
C -1.817 0.671 -1.067
C -1.247 1.291 0.038
C -2.022 1.448 1.187
C -3.312 0.975 1.241
H -3.915 1.085 2.128
H -1.585 1.953 2.035
C 0.148 1.814 0.065
O 0.494 2.696 0.831
N 0.990 1.253 -0.839
H 0.721 0.370 -1.244
C 2.410 1.507 -0.796
H 2.732 1.935 -1.753
H 2.571 2.253 -0.012
C 3.222 0.238 -0.502
C 4.686 0.607 -0.276
H 5.075 1.160 -1.127
H 5.291 -0.287 -0.142
H 4.785 1.227 0.612
H 3.155 -0.422 -1.373
C 2.651 -0.496 0.719
N 1.423 -1.213 0.395
C 0.538 -1.331 1.535
H 0.314 -0.339 1.923
H -0.397 -1.790 1.212
H 0.965 -1.941 2.346
C 1.688 -2.514 -0.184
H 2.335 -2.408 -1.053
H 0.747 -2.958 -0.505
H 2.175 -3.201 0.527
H 2.426 0.245 1.488
H 3.413 -1.181 1.127
H -1.261 0.572 -1.988
H -3.531 -0.267 -1.907
H -6.790 -0.976 -0.455
H -5.867 -0.055 -1.667

=====

Most stable pick: model a. Distance to second place: 0.0019 hartree.